Arrangement A

ORCA calculation (the ωB97M-V functional and the def2-TZVPD basis) on a 2-piece molecular cluster, C6H16N2 overall.

Each line ends with the Mulliken charge.
Positions of all 24 atoms, in Å:
C -1.213 -1.258 0.627  0.253
N -0.352 -1.797 -0.335  -0.543
C 1.457 0.615 -1.260  0.115
C 1.115 1.826 -0.418  -0.705
C 0.200 1.601 0.820  -0.256
N 0.761 0.996 1.946  -0.550
C 0.535 0.489 -2.474  -1.214
C -2.248 -2.238 1.207  -1.257
H -0.646 -0.821 1.516  0.025
H -1.685 -0.434 0.110  0.290
H 1.264 -0.256 -0.610  -0.135
H 2.498 0.646 -1.582  0.390
H 2.034 2.230 0.012  0.323
H 0.650 2.617 -1.002  0.385
H -0.213 2.595 1.059  0.384
H -0.761 1.137 0.534  -0.023
H 1.177 0.115 1.620  0.347
H 0.332 -2.410 0.129  0.237
H -0.396 0.006 -2.180  0.241
H 0.388 1.437 -3.005  0.383
H 0.966 -0.196 -3.209  0.322
H -3.254 -1.815 1.235  0.292
H -2.338 -3.139 0.594  0.370
H -2.022 -2.606 2.216  0.324

**HOMO energy**: -7.563 eV
**Kohn-Sham gap**: 4.5 eV

***

Arrangement B

ORCA calculation (the ωB97M-V functional and the def2-TZVPD basis) on C6H16N2 in the gas phase.

Each line ends with the Mulliken charge.
Positions of all 24 atoms, in Å:
C 0.083 1.771 2.970  -1.044
C 1.214 1.545 1.987  -0.448
N 1.466 0.143 1.615  -0.406
C 0.314 -0.392 0.898  -0.604
C 0.418 -0.164 -0.625  -0.681
C -0.309 -1.237 -1.452  -0.480
C -1.056 -0.622 -2.624  -0.678
N -1.707 -1.624 -3.481  -0.576
H 0.052 2.775 3.388  0.370
H 0.214 1.087 3.819  0.267
H -0.900 1.519 2.581  0.294
H 1.105 2.148 1.103  0.279
H 2.140 1.874 2.467  0.338
H 1.589 -0.362 2.479  0.271
H 0.219 -1.477 1.002  0.492
H -0.639 -0.065 1.305  0.153
H 1.476 -0.153 -0.831  0.361
H -0.011 0.812 -0.871  0.320
H -1.081 -1.709 -0.844  0.389
H 0.433 -1.939 -1.829  0.269
H -1.772 0.136 -2.288  0.304
H -0.371 0.013 -3.209  0.321
H -1.488 -2.544 -3.128  0.253
H -1.391 -1.533 -4.434  0.236

**HOMO energy**: -8.961 eV
**SMILES string**: CCNCCCCN
**Kohn-Sham gap**: 10.1 eV

***

Energy ordering: arrangement B at the bottom, the next structure 141.9 kcal/mol above.

***

Arrangement A

ORCA calculation (the ωB97M-V functional and the def2-TZVPD basis) on a 2-piece molecular cluster, C3H7FS overall.

Each line ends with the Mulliken charge.
Positions of all 12 atoms, in Å:
C -0.383 1.378 0.390  -1.122
C -0.452 -0.143 0.667  -0.146
C -0.465 -0.761 -0.713  -0.811
F 2.547 -1.767 0.007  -0.312
S 2.088 -0.822 -1.409  0.035
H 0.657 1.611 0.083  0.271
H -1.038 1.691 -0.329  0.411
H -0.636 1.981 1.287  0.307
H -1.302 -0.535 1.206  0.333
H 0.302 -0.682 1.105  0.311
H -0.452 -1.841 -0.791  0.367
H -0.867 -0.111 -1.503  0.355

**HOMO energy**: -8.867 eV
**Kohn-Sham gap**: 7.9 eV

***

Arrangement B

ORCA calculation (the ωB97M-V functional and the def2-TZVPD basis) on C3H7FS in the gas phase.

Each line ends with the Mulliken charge.
Positions of all 12 atoms, in Å:
F -2.336 0.903 -1.347  -0.366
C -0.835 0.755 -0.878  -0.356
C -0.601 -0.371 -0.008  -0.079
C 0.777 -0.583 0.793  -1.023
S 2.386 -0.863 0.044  -0.163
H -0.256 0.910 -1.733  0.353
H -0.887 1.648 -0.256  0.222
H -1.355 -0.076 0.862  0.170
H -0.738 -1.618 -0.294  0.211
H 0.679 -1.348 1.350  0.515
H 0.790 0.173 1.613  0.404
H 2.375 0.468 -0.146  0.112

**HOMO energy**: -9.534 eV
**SMILES string**: FCCCS
**Kohn-Sham gap**: 10.2 eV

***

Arrangement C

ORCA calculation (the ωB97M-V functional and the def2-TZVPD basis) on a 2-piece molecular cluster, C3H7FS overall.

Each line ends with the Mulliken charge.
Positions of all 12 atoms, in Å:
C 0.330 -1.412 0.340  -0.617
C -0.481 -0.448 0.661  0.416
C -1.512 0.034 -0.388  -1.026
F -0.283 0.242 1.840  -0.273
H 0.949 -1.640 1.188  0.335
H 0.352 -2.096 -0.545  0.248
H -0.962 0.453 -1.215  0.220
H -2.103 -0.712 -0.772  0.381
H -2.200 0.707 0.167  0.317
S 2.228 1.154 -0.600  -0.290
H 2.063 2.403 -1.164  0.153
H 1.618 1.316 0.488  0.137

**HOMO energy**: -9.365 eV
**SMILES string**: C=C(C)F.S
**Kohn-Sham gap**: 10.2 eV

***

Energy ordering: arrangement C at the bottom, the next structure 26.8 kcal/mol above.

***

Arrangement A

ORCA calculation (the ωB97M-V functional and the def2-TZVPD basis) on C6H10N as an isolated structure.

Each line ends with the Mulliken charge.
Positions of all 17 atoms, in Å:
C -0.424 -1.535 0.799  -0.078
C 0.511 -0.584 0.171  0.558
C -1.256 -0.290 0.898  -0.632
C -0.342 0.431 -0.196  0.685
C 1.927 -0.364 0.488  -1.382
C -0.106 1.783 -0.785  -1.276
N -1.794 -0.222 -0.449  -0.170
H -0.845 -2.340 0.074  0.229
H -0.139 -1.899 1.893  0.339
H 2.376 -1.388 0.702  0.356
H 2.161 0.303 1.321  0.379
H 2.510 0.171 -0.337  0.353
H -1.033 2.248 -1.113  0.392
H 0.741 1.781 -1.634  0.292
H 0.381 2.408 -0.035  0.331
H -2.114 -0.933 -1.138  0.261
H -2.555 0.433 -0.659  0.363

**HOMO energy**: -13.645 eV
**Charge**: +1
**Kohn-Sham gap**: 9.0 eV

***

Arrangement B

ORCA calculation (the ωB97M-V functional and the def2-TZVPD basis) on an isolated ion of composition C6H10N and charge +1.

Each line ends with the Mulliken charge.
Positions of all 17 atoms, in Å:
C 2.543 1.778 -0.151  0.179
N 1.773 0.922 0.001  0.022
C 1.201 -0.279 0.163  0.569
C 2.160 -1.380 -0.098  -1.314
C -0.132 -0.435 0.419  -0.351
C -1.250 0.494 0.667  -0.502
C -2.324 0.639 -0.487  -0.913
H 3.136 2.636 -0.585  0.419
H 2.203 -1.617 -1.107  0.364
H 1.882 -2.361 0.395  0.323
H 3.308 -1.286 0.184  0.344
H -0.310 -1.481 0.674  0.355
H -0.905 1.496 0.707  0.310
H -1.723 0.087 1.651  0.302
H -2.792 -0.304 -0.943  0.333
H -3.078 1.440 -0.043  0.270
H -1.720 1.131 -1.290  0.290

**HOMO energy**: -14.077 eV
**Charge**: +1
**SMILES string**: C#[N+]/C(C)=C\CC
**Kohn-Sham gap**: 8.9 eV

***

Arrangement C

ORCA calculation (the ωB97M-V functional and the def2-TZVPD basis) on an isolated ion of composition C6H10N and charge +1.

Each line ends with the Mulliken charge.
Positions of all 17 atoms, in Å:
C -1.087 -0.304 -0.542  -0.855
C -1.156 -0.719 0.677  0.630
C 0.529 1.640 0.210  -0.468
C 0.233 0.405 -0.662  1.145
C -1.172 -1.292 1.962  -0.963
C 0.896 0.155 -1.957  -1.283
N 0.837 0.289 0.671  -0.572
H -1.881 -0.349 -1.310  0.409
H 1.431 2.117 -0.226  0.330
H -0.344 2.122 0.572  0.310
H -1.747 -0.615 2.649  0.275
H -0.123 -1.445 2.196  0.347
H -1.588 -2.261 2.033  0.405
H 0.475 0.823 -2.761  0.322
H 0.848 -0.882 -2.409  0.377
H 2.005 0.220 -1.671  0.318
H 1.844 0.100 0.568  0.273

**HOMO energy**: -14.361 eV
**Charge**: +1
**Kohn-Sham gap**: 8.9 eV

***

Arrangement D

ORCA calculation (the ωB97M-V functional and the def2-TZVPD basis) on an isolated ion of composition C6H10N and charge +1.

Each line ends with the Mulliken charge.
Positions of all 17 atoms, in Å:
C 1.530 -0.833 -0.891  -0.155
N 0.713 0.051 -0.538  0.152
C 0.740 1.315 -1.263  -0.827
C -0.416 -0.129 0.623  0.196
C -1.409 -1.201 0.167  -1.146
C -0.753 1.077 1.391  -0.495
C -0.092 0.119 2.030  -0.301
H 2.061 -0.705 -1.791  0.352
H 1.656 -1.712 -0.310  0.295
H -0.100 1.274 -2.008  0.332
H 1.754 1.591 -1.438  0.463
H 0.182 2.037 -0.560  0.221
H -2.125 -1.584 1.034  0.320
H -0.786 -2.054 0.016  0.406
H -2.066 -0.833 -0.670  0.284
H -1.136 2.110 1.343  0.498
H 0.247 -0.524 2.866  0.406

**HOMO energy**: -14.612 eV
**Charge**: +1
**SMILES string**: C=[N+](C)C1(C)C=C1
**Kohn-Sham gap**: 10.2 eV

***

Energy ordering: arrangement B at the bottom, the next structure 14.3 kcal/mol above.

***

Arrangement A

ORCA calculation (the ωB97M-V functional and the def2-TZVPD basis) on an isolated ion of composition C6H10N and charge +1.

Each line ends with the Mulliken charge.
Positions of all 17 atoms, in Å:
C 2.330 -0.077 -0.731  -0.530
C 2.125 -0.181 0.512  -0.259
C -0.162 -0.157 -1.216  -0.645
C 0.703 0.167 0.060  1.020
C 0.113 1.399 0.737  -1.080
C -1.392 -1.389 0.325  -0.707
N -0.118 -1.039 -0.203  -0.230
H 2.919 0.093 -1.637  0.400
H 2.437 -0.585 1.453  0.465
H -1.005 0.466 -1.244  0.397
H 0.352 -0.304 -2.151  0.297
H 0.457 1.310 1.809  0.343
H -0.939 1.371 0.635  0.323
H 0.340 2.421 0.311  0.309
H -1.295 -2.259 1.002  0.281
H -1.844 -0.466 0.765  0.306
H -1.991 -1.740 -0.534  0.308

**HOMO energy**: -14.271 eV
**Charge**: +1
**Kohn-Sham gap**: 9.2 eV

***

Arrangement B

ORCA calculation (the ωB97M-V functional and the def2-TZVPD basis) on an isolated ion of composition C6H10N and charge +1.

Each line ends with the Mulliken charge.
Positions of all 17 atoms, in Å:
C -0.363 -0.515 -1.595  0.337
C -1.044 -0.729 -2.642  -0.473
C 0.245 -1.095 -0.275  0.229
C -0.758 -1.889 0.464  -1.249
C -0.867 1.190 0.160  -0.727
C 1.330 1.052 -0.886  -0.947
N 0.088 0.359 -0.513  0.320
H 1.295 -1.441 -0.332  0.455
H -1.625 -1.291 0.767  0.253
H -0.453 -2.028 1.601  0.343
H -1.052 -2.857 0.092  0.379
H -0.460 1.465 1.048  0.480
H -1.198 2.069 -0.407  0.300
H -1.689 0.406 0.398  0.189
H 1.931 1.255 0.047  0.370
H 1.982 0.522 -1.595  0.386
H 1.141 1.982 -1.449  0.353

**HOMO energy**: -15.457 eV
**Charge**: +1
**Kohn-Sham gap**: 9.5 eV

***

Arrangement C

ORCA calculation (the ωB97M-V functional and the def2-TZVPD basis) on a 2-piece molecular cluster, C6H10N overall.

Each line ends with the Mulliken charge.
Positions of all 17 atoms, in Å:
C 1.371 -1.606 -0.231  -0.182
C -1.226 1.008 0.599  -0.666
C 0.948 1.426 0.957  -0.484
C -0.214 0.873 1.689  -0.289
C 0.093 0.351 0.299  0.447
C -0.908 -0.915 -1.879  -0.475
N 0.388 -0.817 -0.324  -0.162
H 1.519 -2.421 -0.918  0.240
H 2.094 -1.476 0.568  0.278
H -2.107 0.383 0.673  0.381
H -1.423 1.984 0.174  0.201
H 0.874 2.414 0.517  0.173
H 1.943 1.179 1.301  0.261
H -0.280 0.390 2.641  0.331
H -0.568 -0.056 -2.426  0.331
H -1.837 -0.838 -1.349  0.309
H -0.667 -1.880 -2.291  0.305

**HOMO energy**: -13.495 eV
**Charge**: +1
**Kohn-Sham gap**: 8.8 eV

***

Arrangement D

ORCA calculation (the ωB97M-V functional and the def2-TZVPD basis) on C6H10N as an isolated structure.

Each line ends with the Mulliken charge.
Positions of all 17 atoms, in Å:
C 2.149 -0.727 0.522  -0.616
C 1.119 0.321 0.173  0.693
C 0.667 -1.515 0.508  -0.340
C -0.003 -0.458 -0.327  -0.158
C 0.690 1.502 1.007  -1.139
C -2.702 0.124 -0.269  -0.692
N 0.442 -1.667 -0.936  -0.015
H 2.821 -1.052 -0.189  0.320
H 2.670 -0.281 1.374  0.291
H 1.398 1.521 1.848  0.376
H -0.335 1.447 1.231  0.294
H 0.789 2.354 0.322  0.342
H -3.109 -0.885 -0.495  0.338
H -2.544 0.924 -0.941  0.371
H -2.544 0.310 0.791  0.314
H 1.073 -1.724 -1.688  0.268
H -0.302 -2.389 -1.025  0.354

**HOMO energy (alpha / beta)**: -12.839 / -13.253 eV
**Charge**: +1
**Kohn-Sham gap (alpha / beta)**: 7.1 / 8.7 eV

***

Energy ordering: arrangement C at the bottom, the next structure 32.8 kcal/mol above.

***

Arrangement A

ORCA calculation (the ωB97M-V functional and the def2-TZVPD basis) on an isolated ion of composition C6H10N and charge +1.

Each line ends with the Mulliken charge.
Positions of all 17 atoms, in Å:
C 0.734 0.045 1.180  -0.949
N -0.296 -0.023 0.103  -0.234
C 0.407 -0.042 -1.214  -1.001
C -1.251 1.257 0.151  -0.127
C -2.562 0.674 -0.220  -0.210
C -2.445 -0.566 -0.204  0.094
C -1.219 -1.314 0.126  -0.487
H 1.278 -0.937 1.199  0.362
H 1.266 0.960 0.882  0.414
H 0.233 0.219 2.046  0.466
H 1.126 -0.771 -1.324  0.378
H -0.411 -0.190 -1.896  0.500
H 0.867 0.965 -1.357  0.379
H -0.857 1.964 -0.457  0.360
H -1.346 1.416 1.225  0.322
H -1.086 -1.886 1.000  0.410
H -0.748 -2.019 -0.548  0.322

**HOMO energy (alpha / beta)**: -14.828 / -14.826 eV
**Charge**: +1
**SMILES string**: C[N+]1(C)CC#CC1
**Kohn-Sham gap (alpha / beta)**: 9.2 / 9.2 eV

***

Arrangement B

ORCA calculation (the ωB97M-V functional and the def2-TZVPD basis) on a 2-piece molecular cluster, C6H10N overall.

Each line ends with the Mulliken charge.
Positions of all 17 atoms, in Å:
C 1.690 1.214 -1.987  -0.036
C 0.706 0.941 -1.351  -0.405
C 0.043 -1.088 1.454  -0.232
C -0.354 1.839 0.738  -1.403
C 0.121 -1.705 -0.784  -0.951
C 0.002 0.686 -0.164  0.385
N -0.005 -0.637 0.276  0.180
H 2.367 1.750 -2.646  0.411
H -0.087 -0.426 2.236  0.308
H 0.043 -2.137 1.618  0.280
H -1.154 1.487 1.284  0.460
H 0.463 2.097 1.450  0.341
H -0.726 2.673 0.075  0.366
H 1.162 -2.066 -0.667  0.361
H -0.075 -1.145 -1.659  0.359
H -0.696 -2.371 -0.409  0.415
H -1.728 0.201 -1.210  0.159

**HOMO energy (alpha / beta)**: -14.259 / -13.106 eV
**Charge**: +1
**Kohn-Sham gap (alpha / beta)**: 8.4 / 7.9 eV

***

Energy ordering: arrangement A at the bottom, the next structure 22.2 kcal/mol above.